No. 1
{"formula": "C5H18N2O3", "method": "the ωB97M-V functional and the def2-TZVPD basis", "homo_energy_ev": -8.77, "relative_energy_kj_mol": 213.9, "spin_multiplicity": 1, "smiles": "NCCC[C@H](N)CO.O.O", "charge": 0, "symbols": ["O", "O", "O", "N", "N", "C", "C", "C", "C", "C", "H", "H", "H", "H", "H", "H", "H", "H", "H", "H", "H", "H", "H", "H", "H", "H", "H", "H"], "positions_angstrom": [[-1.8690, -0.8806, -0.2350], [0.8577, -1.0017, -3.0515], [-0.4733, -3.0349, 1.3909], [2.2345, -1.3694, -0.5231], [-1.7922, 1.0523, 2.0583], [-0.1432, 1.7399, 0.0651], [-1.0374, 2.1102, 1.3879], [1.0601, 0.0781, -2.1390], [1.0735, 0.8516, 0.3553], [1.0891, -0.4125, -0.6022], [-0.7308, 1.1754, -0.6446], [0.1540, -1.0981, -0.5306], [-1.2653, -3.4727, 1.5599], [-1.7740, 2.7382, 0.9154], [0.1783, 2.6463, -0.3637], [-0.8280, -2.2721, 0.9101], [-2.7419, -0.9768, -0.3053], [2.0330, 0.6042, -2.4409], [2.0010, 1.3712, 0.2810], [-1.4047, 0.7895, 2.8869], [-0.5284, 2.6480, 2.1843], [-2.3065, 0.3584, 1.5602], [3.1329, -0.9509, -0.4853], [2.0970, -2.0107, 0.1648], [0.8676, 0.5863, 1.3863], [1.4405, -1.7826, -2.7488], [-1.4793, -0.1045, -0.6664], [0.1548, 0.6182, -2.3699]], "mulliken_charge": [-0.638, -0.593, -0.610, -0.650, -0.380, -0.428, -0.985, -0.422, -0.572, 0.315, 0.192, 0.200, 0.284, 0.358, 0.379, 0.375, 0.258, 0.285, 0.368, 0.222, 0.369, 0.157, 0.201, 0.245, 0.326, 0.324, 0.147, 0.273]}


No. 2
{"formula": "C5H18N3", "method": "the ωB97M-V functional and the def2-TZVPD basis", "homo_energy_ev": -13.12, "relative_energy_kj_mol": 22.8, "spin_multiplicity": 1, "charge": 1, "symbols": ["N", "N", "N", "C", "C", "C", "C", "C", "H", "H", "H", "H", "H", "H", "H", "H", "H", "H", "H", "H", "H", "H", "H", "H", "H", "H"], "positions_angstrom": [[1.0178, -0.6812, 1.2745], [-1.2271, 0.7520, 0.9001], [0.8192, -3.3278, -1.3412], [0.4684, 2.3974, 0.1232], [1.4487, -1.4903, 0.0944], [0.5008, -2.6672, -0.0950], [-1.6557, 2.0584, -1.1756], [-1.0160, 2.0697, 0.2063], [0.6807, -3.3718, 0.7193], [0.8468, -1.2876, 2.0778], [1.7446, -0.0213, 1.5444], [-0.5351, -2.3097, 0.0071], [-1.8756, 0.1920, 0.3568], [0.9121, 2.5666, 1.1056], [-2.6461, 1.6137, -1.1462], [0.6173, 3.2898, -0.4804], [1.4578, -0.8265, -0.7643], [0.3145, -4.1993, -1.4361], [0.5661, -2.7514, -2.1335], [-1.6857, 0.9157, 1.7919], [2.4662, -1.8420, 0.2689], [1.0114, 1.5914, -0.3773], [-1.4989, 2.8286, 0.8208], [-1.0380, 1.5015, -1.8867], [-1.7630, 3.0755, -1.5530], [0.0688, -0.0763, 1.0984]], "mulliken_charge": [-0.147, -0.701, -0.573, -1.344, -0.570, -0.441, -1.471, 0.647, 0.373, 0.392, 0.405, 0.265, 0.249, 0.319, 0.429, 0.416, 0.287, 0.254, 0.216, 0.278, 0.419, 0.234, 0.229, 0.335, 0.387, 0.112]}


No. 3
{"formula": "C5H18NO2", "method": "the ωB97M-V functional and the def2-TZVPD basis", "homo_energy_ev": -14.43, "relative_energy_kj_mol": 62.5, "spin_multiplicity": 1, "charge": 1, "symbols": ["O", "O", "N", "C", "C", "C", "C", "C", "H", "H", "H", "H", "H", "H", "H", "H", "H", "H", "H", "H", "H", "H", "H", "H", "H", "H"], "positions_angstrom": [[2.6991, -2.1879, 0.6042], [-3.2256, -1.0964, -0.5136], [-0.8864, -1.8229, 0.4084], [-0.1636, -0.7401, 1.1714], [0.7949, -0.0123, 0.2789], [1.1922, 1.8151, -1.4223], [0.1563, 1.1460, -0.5550], [-0.4489, 2.1714, 0.4347], [0.7456, 2.6944, -1.9108], [-0.6559, 0.7789, -1.2073], [1.2686, -0.6610, -0.4811], [1.5928, 0.4286, 0.8747], [-1.7974, -2.0823, 0.8058], [-3.7782, -0.3134, -0.4399], [-0.9354, -0.0837, 1.5737], [-0.1911, -2.5397, 0.1660], [0.3871, 2.7160, 0.8877], [3.1454, -2.3006, -0.2513], [-1.0287, 2.9382, -0.0869], [2.0709, 2.1700, -0.8757], [0.3345, -1.2952, 1.9961], [-3.8112, -1.7707, -0.8727], [1.4989, 1.0938, -2.1791], [-1.0720, 1.7888, 1.2306], [3.3157, -1.4670, 0.8203], [-1.2078, -1.3678, -0.4568]], "mulliken_charge": [-0.639, -0.598, -0.255, -0.634, -0.733, -1.637, 0.962, -1.499, 0.416, 0.148, 0.295, 0.429, 0.378, 0.295, 0.287, 0.361, 0.338, 0.320, 0.399, 0.357, 0.292, 0.294, 0.388, 0.379, 0.323, 0.333]}


Look up the charge of the first one. 0